No. 1
The following is a DFT calculation (the ωB97M-V functional and the def2-TZVPD basis) of C12H32BrCl2FN3O4PSSi2 as an isolated structure at a distorted geometry.

Results
- Kohn-Sham gap (eV) = 8.867
- calculated total energy (eV) = -159309.8984
- total charge = 0
- 2S+1 = 1

Last column: Löwdin charge in e.
Geometry (Å):
C 6.808 -2.036 -0.362  -0.142
C 5.917 -1.516 -1.508  -0.782
Br 6.898 -1.766 -3.182  0.710
C 5.638 -0.014 -1.351  -0.318
Si 4.132 0.489 -2.352  0.496
O 3.630 -0.811 -3.217  -0.425
Si 2.058 -0.981 -3.739  0.555
C 1.206 -2.396 -2.783  -0.809
Cl 2.462 -3.354 -1.926  0.601
C 0.116 -1.927 -1.835  -0.786
C -0.909 -1.029 -2.531  -0.157
Cl -0.741 -3.404 -1.210  0.584
S 2.708 1.139 -0.776  0.499
O 2.455 0.040 0.107  -0.306
O 3.376 2.253 -0.174  -0.312
F 1.356 1.695 -1.364  -0.198
H 6.620 -3.103 -0.246  0.077
H 7.859 -1.917 -0.614  0.056
H 6.554 -1.519 0.561  0.076
H 5.009 -2.112 -1.502  0.041
H 5.438 0.208 -0.301  0.078
H 6.483 0.566 -1.718  0.074
H 4.409 1.624 -3.244  0.024
H 1.309 0.288 -3.689  0.002
H 2.107 -1.395 -5.153  -0.009
H 0.769 -3.088 -3.502  0.065
H 0.533 -1.454 -0.950  0.063
H -0.822 0.011 -2.228  0.059
H -1.898 -1.360 -2.231  0.050
H -0.882 -1.116 -3.621  0.077
O -2.368 0.240 -0.173  -0.286
P -2.701 0.961 1.086  0.643
N -1.898 0.037 2.267  -0.322
C -2.407 -0.742 3.370  -0.121
C -0.449 -0.020 2.130  -0.114
N -4.415 0.801 1.058  -0.310
C -5.203 0.330 2.178  -0.142
C -5.007 0.338 -0.193  -0.135
N -2.758 2.389 1.955  -0.307
C -2.266 2.593 3.305  -0.101
C -3.611 3.469 1.466  -0.116
H -1.997 -0.396 4.330  0.083
H -2.142 -1.799 3.259  0.089
H -3.485 -0.696 3.468  0.040
H 0.033 0.919 2.437  0.073
H -0.157 -0.220 1.098  0.052
H -0.033 -0.818 2.744  0.088
H -5.151 -0.760 2.289  0.082
H -6.253 0.595 2.026  0.081
H -4.905 0.809 3.113  0.073
H -4.925 -0.750 -0.316  0.085
H -4.536 0.810 -1.049  0.068
H -6.067 0.605 -0.213  0.079
H -2.965 2.198 4.049  0.083
H -2.141 3.660 3.498  0.082
H -1.287 2.148 3.463  0.065
H -4.613 3.412 1.902  0.083
H -3.709 3.430 0.383  0.079
H -3.182 4.443 1.712  0.078

No. 2
The following is a DFT calculation (the ωB97M-V functional and the def2-TZVPD basis) of C12H32BrO14S4V as an isolated structure at a distorted geometry.

Results
- Kohn-Sham gap (eV) = 8.871
- energy relative to the best compared isomer or geometry (same formula, charge and spin) (kcal per mole) = 0.0
- calculated total energy (eV) = -180699.5539
- total charge = 0
- 2S+1 = 1

Last column: Löwdin charge in e.
Geometry (Å):
O -2.516 -0.911 -1.961  -0.331
V -1.840 -0.319 -0.678  0.570
O -0.801 -1.373 -0.118  -0.377
Br -3.750 -0.496 1.144  0.048
O -0.856 -7.441 1.696  -0.255
S -0.052 -6.956 0.640  0.538
O -0.193 -7.442 -0.689  -0.268
O -0.270 -5.390 0.654  -0.232
C 0.412 -4.582 -0.314  -0.268
C 1.428 -3.645 0.304  -0.070
C 1.628 -7.090 1.101  -0.132
H -0.308 -3.976 -0.867  0.120
H 0.843 -5.202 -1.106  0.116
H 1.687 -2.929 -0.476  0.072
H 2.300 -4.179 0.680  0.069
H 0.944 -3.067 1.090  0.063
H 2.237 -6.552 0.379  0.062
H 1.943 -8.116 1.246  0.077
H 1.715 -6.552 2.048  0.078
O -0.216 0.796 -1.618  -0.327
S 0.916 1.663 -1.772  0.589
O 1.171 2.654 -0.803  -0.228
O 2.181 0.738 -1.926  -0.233
C 2.814 0.277 -0.706  -0.238
C 4.198 -0.176 -1.073  -0.062
C 0.869 2.348 -3.381  -0.085
H 2.273 -0.556 -0.259  0.115
H 2.853 1.126 -0.026  0.103
H 4.124 -1.065 -1.710  0.084
H 4.751 -0.493 -0.191  0.085
H 4.749 0.560 -1.654  0.084
H 1.899 2.603 -3.625  0.081
H 0.272 3.253 -3.328  0.077
H 0.492 1.594 -4.065  0.086
O -0.937 2.006 3.395  -0.245
S -0.332 1.150 2.445  0.534
O -0.779 1.118 1.104  -0.347
O 1.205 1.497 2.343  -0.254
C 1.829 2.209 3.446  -0.246
C 3.308 1.987 3.330  -0.064
C -0.293 -0.500 3.046  -0.100
H 1.470 1.789 4.389  0.118
H 1.502 3.245 3.416  0.126
H 3.671 2.284 2.344  0.079
H 3.547 0.936 3.482  0.083
H 3.837 2.609 4.051  0.085
H -1.310 -0.886 3.071  0.057
H 0.122 -0.467 4.051  0.077
H 0.320 -1.046 2.333  0.056
O -2.833 1.652 -1.060  -0.394
S -2.745 3.066 -0.833  0.582
O -1.597 3.761 -1.293  -0.243
O -4.024 3.698 -1.492  -0.245
C -4.416 3.213 -2.810  -0.222
C -4.430 4.372 -3.783  -0.060
C -3.110 3.452 0.838  -0.086
H -5.388 2.740 -2.697  0.129
H -3.713 2.443 -3.127  0.115
H -3.599 5.042 -3.560  0.082
H -5.329 4.978 -3.668  0.079
H -4.352 4.013 -4.807  0.081
H -3.134 4.537 0.888  0.085
H -2.328 3.019 1.456  0.047
H -4.061 2.979 1.068  0.081

No. 3
The following is a DFT calculation (the ωB97M-V functional and the def2-TZVPD basis) of C12H32ClN2O2Ti as an isolated structure at a distorted geometry.

Results
- Kohn-Sham gap (alpha / beta) (eV) = 6.794 / 7.316
- energy relative to the best compared isomer or geometry (same formula, charge and spin) (kcal per mole) = 83.0
- calculated total energy (eV) = -55655.6442
- total charge = +2
- 2S+1 = 4
- <S²> = 3.751

Last column: Löwdin charge in e.
Geometry (Å):
Ti -3.612 1.093 4.564  0.771
Cl -0.709 0.319 2.673  -0.760
C -2.342 -0.236 -4.524  -0.050
C -2.002 0.504 -3.207  -0.160
N -1.601 1.981 -3.341  -0.227
C -1.375 2.633 -2.000  0.019
C -0.255 2.140 -4.134  -0.143
C 0.902 1.212 -3.679  -0.043
C -2.789 2.699 -4.091  -0.049
C -2.789 4.209 -3.957  -0.241
O -1.582 4.827 -4.248  -0.207
C -1.529 6.248 -4.008  -0.040
H -2.231 -1.298 -4.309  0.093
H -1.471 -0.194 -5.178  0.071
H -3.101 0.012 -5.266  0.089
H -1.304 -0.059 -2.588  0.127
H -2.832 0.538 -2.500  0.124
H -2.307 2.739 -1.445  0.117
H -0.959 3.626 -2.169  0.102
H -0.590 2.074 -1.491  0.105
H 0.183 3.118 -3.936  0.114
H -0.446 2.093 -5.206  0.129
H 1.842 1.390 -4.202  0.097
H 0.496 0.219 -3.870  0.067
H 1.125 1.438 -2.636  0.078
H -3.711 2.202 -3.789  0.141
H -2.661 2.347 -5.115  0.126
H -3.291 4.557 -3.054  0.133
H -3.461 4.467 -4.776  0.138
H -1.673 6.364 -2.934  0.093
H -2.338 6.755 -4.534  0.093
H -0.611 6.678 -4.409  0.101
C 3.452 -3.685 3.657  -0.034
C 2.508 -4.058 4.868  -0.207
C 3.332 -4.913 5.902  -0.151
O 3.010 -4.679 7.305  -0.215
C 2.228 -5.681 8.007  -0.062
N 2.057 -2.722 5.622  0.240
H 2.907 -2.289 5.954  0.161
H 1.649 -1.991 5.057  0.154
H 1.418 -2.967 6.365  0.154
H 3.671 -4.615 3.132  0.095
H 4.443 -3.245 3.764  0.092
H 2.878 -3.020 3.011  0.082
H 1.597 -4.577 4.570  0.146
H 4.361 -4.556 5.857  0.126
H 3.388 -5.977 5.673  0.137
H 2.394 -5.343 9.029  0.099
H 2.576 -6.681 7.747  0.092
H 1.152 -5.693 7.834  0.081